Entry 1:
{"formula": "C19H40O7", "method": "ωB97M-V/def2-TZVPD", "lumo_ha": 0.0176, "homo_lumo_gap_ev": 9.4, "smiles": "CC(C)=O.CC(C)=O.CC(C)=O.CC(C)=O.CC(C)=O.CC(C)=O.CO", "e_homo_ev": -8.917, "symbols": ["C", "C", "O", "C", "H", "H", "H", "H", "H", "H", "C", "C", "O", "C", "H", "H", "H", "H", "H", "H", "C", "C", "O", "C", "H", "H", "H", "H", "H", "H", "C", "C", "O", "C", "H", "H", "H", "H", "H", "H", "C", "C", "O", "C", "H", "H", "H", "H", "H", "H", "C", "C", "O", "C", "H", "H", "H", "H", "H", "H", "C", "O", "H", "H", "H", "H"], "coordinates": [[-16.364, -18.983, 19.969], [-17.180, -19.643, 18.881], [-16.790, -20.617, 18.295], [-18.530, -19.024, 18.577], [-16.939, -18.272, 20.564], [-15.480, -18.508, 19.549], [-16.006, -19.742, 20.670], [-19.196, -19.372, 19.370], [-18.829, -19.300, 17.570], [-18.515, -17.936, 18.665], [-16.942, -21.498, 24.458], [-17.321, -21.236, 23.026], [-16.665, -21.632, 22.102], [-18.560, -20.372, 22.833], [-17.819, -21.758, 25.055], [-16.500, -20.606, 24.909], [-16.247, -22.326, 24.599], [-19.156, -20.779, 22.016], [-18.268, -19.348, 22.602], [-19.178, -20.371, 23.728], [-12.126, -16.614, 17.867], [-12.283, -18.028, 18.390], [-13.378, -18.439, 18.727], [-11.070, -18.901, 18.482], [-13.039, -16.069, 18.073], [-11.980, -16.688, 16.783], [-11.197, -16.191, 18.243], [-11.033, -19.505, 17.573], [-11.006, -19.550, 19.351], [-10.174, -18.274, 18.511], [-12.850, -20.098, 24.383], [-11.841, -21.035, 25.031], [-10.756, -21.183, 24.541], [-12.336, -21.849, 26.218], [-12.308, -19.420, 23.725], [-13.488, -19.600, 25.111], [-13.491, -20.675, 23.708], [-13.395, -22.073, 26.100], [-12.182, -21.307, 27.150], [-11.763, -22.775, 26.229], [-17.007, -25.774, 19.473], [-15.622, -25.285, 19.106], [-14.744, -25.275, 19.937], [-15.382, -24.836, 17.697], [-17.639, -24.910, 19.686], [-16.974, -26.402, 20.362], [-17.453, -26.374, 18.679], [-16.198, -24.207, 17.339], [-15.247, -25.704, 17.054], [-14.494, -24.204, 17.754], [-11.576, -24.277, 18.308], [-10.171, -23.750, 18.313], [-9.265, -24.377, 18.798], [-9.938, -22.434, 17.585], [-11.661, -25.319, 17.994], [-12.173, -23.797, 17.524], [-12.066, -24.107, 19.263], [-10.812, -21.805, 17.722], [-9.771, -22.716, 16.543], [-9.015, -22.002, 17.968], [-13.714, -22.043, 20.470], [-12.797, -21.337, 19.619], [-13.614, -21.598, 21.464], [-14.744, -21.933, 20.124], [-13.491, -23.106, 20.493], [-13.170, -20.466, 19.420]], "nbo_charge": [-0.753, 0.607, -0.549, -0.718, 0.200, 0.274, 0.252, 0.230, 0.234, 0.219, -0.727, 0.600, -0.536, -0.727, 0.224, 0.237, 0.237, 0.238, 0.239, 0.217, -0.717, 0.616, -0.589, -0.736, 0.239, 0.239, 0.228, 0.248, 0.266, 0.216, -0.729, 0.599, -0.532, -0.723, 0.238, 0.214, 0.240, 0.216, 0.235, 0.240, -0.721, 0.604, -0.551, -0.726, 0.239, 0.232, 0.218, 0.233, 0.235, 0.240, -0.726, 0.604, -0.548, -0.725, 0.233, 0.208, 0.257, 0.232, 0.230, 0.230, -0.250, -0.769, 0.152, 0.183, 0.193, 0.487]}

***

Entry 2:
{"formula": "C43H116NbO17", "method": "ωB97M-V/def2-TZVPD", "lumo_ha": 0.0650, "homo_lumo_gap_ev": 6.1, "e_homo_ev": -4.380, "charge": -1, "symbols": ["C", "C", "Nb", "C", "C", "C", "C", "C", "O", "C", "C", "O", "C", "C", "O", "C", "C", "C", "C", "H", "H", "H", "H", "H", "H", "H", "H", "H", "H", "H", "H", "H", "H", "H", "H", "H", "H", "H", "H", "H", "H", "H", "H", "H", "H", "H", "H", "H", "H", "H", "H", "C", "C", "O", "H", "H", "H", "H", "H", "H", "C", "C", "O", "H", "H", "H", "H", "H", "H", "C", "C", "O", "H", "H", "H", "H", "H", "H", "C", "C", "O", "H", "H", "H", "H", "H", "H", "C", "C", "O", "H", "H", "H", "H", "H", "H", "C", "C", "O", "H", "H", "H", "H", "H", "H", "C", "C", "O", "H", "H", "H", "H", "H", "H", "C", "C", "O", "H", "H", "H", "H", "H", "H", "C", "C", "O", "H", "H", "H", "H", "H", "H", "C", "C", "O", "H", "H", "H", "H", "H", "H", "C", "C", "O", "H", "H", "H", "H", "H", "H", "C", "C", "O", "H", "H", "H", "H", "H", "H", "C", "C", "O", "H", "H", "H", "H", "H", "H", "C", "C", "O", "H", "H", "H", "H", "H", "H"], "coordinates": [[1.308, 2.389, -3.441], [1.096, 1.798, -2.393], [1.104, 0.713, -0.449], [0.856, 2.721, 0.529], [-0.594, 2.938, 1.020], [-1.345, 4.032, 0.263], [-1.468, 3.773, -1.246], [3.404, 1.042, -0.311], [4.149, 0.902, -1.551], [4.685, -0.375, -1.758], [5.180, -0.457, -3.203], [4.572, -1.493, -3.947], [3.243, -1.137, -4.340], [3.220, -0.410, -5.688], [1.160, -0.308, 1.214], [0.343, -1.411, 1.582], [0.533, -2.662, 0.723], [0.621, -3.936, 1.564], [0.586, -5.215, 0.707], [1.596, 2.884, -4.334], [1.577, -0.713, -1.521], [-0.699, 0.354, -0.699], [1.595, 2.858, 1.326], [1.085, 3.502, -0.205], [-1.196, 2.020, 1.028], [-0.529, 3.267, 2.066], [-0.868, 5.001, 0.427], [-2.362, 4.106, 0.662], [-2.372, 4.242, -1.646], [-0.609, 4.168, -1.788], [-1.523, 2.699, -1.438], [3.657, 2.033, 0.080], [3.768, 0.264, 0.377], [5.504, -0.553, -1.043], [3.910, -1.138, -1.599], [4.970, 0.517, -3.664], [6.260, -0.619, -3.242], [2.782, -0.507, -3.574], [2.683, -2.071, -4.398], [2.502, 0.413, -5.643], [4.195, 0.025, -5.912], [2.907, -1.065, -6.502], [-0.708, -1.106, 1.593], [0.600, -1.670, 2.619], [1.435, -2.559, 0.116], [-0.300, -2.751, 0.019], [-0.175, -3.941, 2.314], [1.576, -3.901, 2.097], [1.567, -5.688, 0.651], [0.292, -4.978, -0.317], [-0.106, -5.960, 1.103], [-3.691, 5.716, 4.386], [-2.600, 5.378, 3.392], [-2.579, 6.278, 2.285], [-4.675, 5.702, 3.913], [-3.685, 5.004, 5.212], [-3.524, 6.715, 4.789], [-2.747, 4.385, 2.971], [-1.628, 5.394, 3.895], [-2.435, 7.165, 2.628], [1.279, -9.718, 1.626], [0.515, -9.643, 0.318], [1.158, -8.768, -0.603], [1.367, -8.725, 2.069], [0.785, -10.376, 2.345], [2.292, -10.089, 1.460], [-0.488, -9.256, 0.468], [0.425, -10.643, -0.128], [2.050, -9.098, -0.757], [2.319, 6.116, -4.293], [2.359, 6.560, -2.842], [1.663, 5.652, -2.013], [1.298, 6.090, -4.678], [2.916, 6.774, -4.928], [2.705, 5.096, -4.355], [1.929, 7.556, -2.724], [3.402, 6.598, -2.496], [2.127, 4.808, -2.147], [6.161, 2.760, -3.500], [5.283, 3.748, -2.754], [3.933, 3.328, -2.703], [5.793, 2.624, -4.519], [7.196, 3.108, -3.544], [6.145, 1.785, -3.008], [5.291, 4.718, -3.255], [5.656, 3.890, -1.733], [3.877, 2.466, -2.240], [-5.030, -9.126, -0.806], [-3.593, -8.665, -0.657], [-2.730, -9.717, -0.227], [-5.397, -9.524, 0.142], [-5.677, -8.306, -1.115], [-5.113, -9.918, -1.552], [-3.509, -7.886, 0.099], [-3.227, -8.257, -1.604], [-2.766, -10.418, -0.885], [-6.098, 1.982, -0.375], [-4.653, 2.329, -0.061], [-3.842, 1.175, 0.097], [-6.514, 1.355, 0.417], [-6.706, 2.884, -0.468], [-6.172, 1.421, -1.308], [-4.582, 2.874, 0.881], [-4.238, 2.964, -0.850], [-3.849, 0.676, -0.727], [4.238, -3.409, 0.878], [5.668, -3.022, 1.193], [6.509, -4.163, 1.389], [3.826, -4.022, 1.681], [3.609, -2.527, 0.752], [4.188, -3.996, -0.043], [5.719, -2.450, 2.119], [6.076, -2.402, 0.389], [6.487, -4.675, 0.575], [-10.238, -0.262, -1.517], [-9.395, 0.992, -1.655], [-8.331, 0.802, -2.583], [-9.618, -1.097, -1.189], [-11.044, -0.120, -0.795], [-10.683, -0.536, -2.477], [-8.932, 1.255, -0.706], [-10.014, 1.837, -1.978], [-8.724, 0.587, -3.434], [7.527, 7.456, -0.322], [6.981, 6.388, -1.250], [6.987, 6.806, -2.613], [6.942, 8.372, -0.416], [7.495, 7.124, 0.717], [8.564, 7.695, -0.573], [5.945, 6.161, -1.004], [7.560, 5.463, -1.150], [7.897, 6.997, -2.860], [-2.815, 8.966, -1.213], [-3.734, 9.343, -0.065], [-4.793, 8.407, 0.087], [-3.381, 8.910, -2.143], [-2.013, 9.696, -1.333], [-2.363, 7.988, -1.040], [-4.191, 10.316, -0.243], [-3.165, 9.408, 0.871], [-4.384, 7.550, 0.261], [-1.424, 4.060, 8.556], [-2.020, 3.324, 7.370], [-1.506, 3.786, 6.124], [-1.615, 5.132, 8.480], [-1.851, 3.701, 9.493], [-0.341, 3.915, 8.597], [-3.097, 3.483, 7.324], [-1.839, 2.249, 7.464], [-0.554, 3.639, 6.118], [-7.975, -12.638, -3.204], [-8.183, -11.299, -2.523], [-7.216, -10.334, -2.920], [-6.977, -13.021, -2.989], [-8.710, -13.369, -2.866], [-8.066, -12.539, -4.288], [-8.076, -11.397, -1.443], [-9.190, -10.922, -2.730], [-7.291, -10.208, -3.871], [6.578, -11.656, 0.347], [5.621, -10.611, 0.886], [4.379, -10.607, 0.189], [6.764, -11.489, -0.714], [7.530, -11.626, 0.879], [6.158, -12.659, 0.457], [6.034, -9.611, 0.762], [5.444, -10.773, 1.955], [3.979, -11.476, 0.291], [0.023, 7.857, 5.074], [-0.785, 8.142, 6.326], [-1.852, 7.218, 6.497], [-0.617, 7.883, 4.191], [0.821, 8.589, 4.945], [0.474, 6.863, 5.121], [-1.248, 9.127, 6.271], [-0.132, 8.125, 7.207], [-1.484, 6.326, 6.547]], "lowdin_charge": [-0.073, -0.337, 1.502, -0.331, -0.309, -0.276, -0.116, -0.291, -0.327, -0.226, -0.201, -0.164, -0.250, -0.065, -0.445, -0.327, -0.231, -0.267, -0.102, -0.003, -0.064, -0.090, 0.034, 0.024, 0.066, 0.085, 0.101, 0.068, 0.056, 0.043, 0.045, 0.043, 0.033, 0.111, 0.099, 0.093, 0.122, 0.074, 0.116, 0.059, 0.071, 0.061, 0.101, 0.103, 0.072, 0.107, 0.102, 0.083, 0.059, 0.070, 0.059, -0.084, -0.314, -0.091, 0.076, 0.059, 0.058, 0.106, 0.092, 0.065, -0.085, -0.322, -0.081, 0.075, 0.072, 0.045, 0.087, 0.106, 0.069, -0.090, -0.327, -0.095, 0.074, 0.068, 0.051, 0.104, 0.099, 0.048, -0.073, -0.307, -0.118, 0.080, 0.070, 0.045, 0.099, 0.100, 0.036, -0.099, -0.313, -0.095, 0.075, 0.076, 0.055, 0.113, 0.112, 0.082, -0.100, -0.328, -0.088, 0.073, 0.076, 0.062, 0.106, 0.098, 0.081, -0.085, -0.314, -0.092, 0.069, 0.062, 0.084, 0.113, 0.095, 0.074, -0.095, -0.322, -0.088, 0.076, 0.071, 0.069, 0.099, 0.109, 0.079, -0.094, -0.336, -0.086, 0.074, 0.073, 0.068, 0.106, 0.108, 0.077, -0.088, -0.334, -0.086, 0.074, 0.071, 0.074, 0.106, 0.100, 0.074, -0.086, -0.310, -0.088, 0.064, 0.074, 0.075, 0.110, 0.111, 0.091, -0.095, -0.321, -0.091, 0.075, 0.072, 0.071, 0.112, 0.107, 0.084, -0.095, -0.318, -0.095, 0.075, 0.073, 0.071, 0.114, 0.110, 0.080, -0.081, -0.313, -0.096, 0.065, 0.074, 0.076, 0.110, 0.106, 0.051]}

***

Entry 3:
{"formula": "H36O18", "method": "ωB97M-V/def2-TZVPD", "lumo_ha": 0.0064, "homo_lumo_gap_ev": 11.1, "e_homo_ev": -10.921, "symbols": ["O", "H", "H", "O", "H", "H", "O", "H", "H", "O", "H", "H", "O", "H", "H", "O", "H", "H", "O", "H", "H", "O", "H", "H", "O", "H", "H", "O", "H", "H", "O", "H", "H", "O", "H", "H", "O", "H", "H", "O", "H", "H", "O", "H", "H", "O", "H", "H", "O", "H", "H", "O", "H", "H"], "coordinates": [[1.245, 3.554, -2.206], [1.985, 3.377, -2.789], [0.663, 2.793, -2.434], [-1.914, 0.581, 2.822], [-1.401, 1.377, 2.595], [-1.313, -0.196, 2.818], [-0.075, -2.597, 1.605], [-0.839, -2.741, 2.175], [-0.473, -2.491, 0.721], [-3.631, -0.427, 4.952], [-4.380, 0.016, 5.391], [-3.266, 0.333, 4.438], [2.671, 0.821, -1.926], [2.933, 1.477, -1.290], [3.392, 0.164, -1.948], [0.070, -3.149, -1.411], [0.362, -3.855, -0.839], [0.902, -2.765, -1.708], [-1.634, 0.702, -0.729], [-2.081, -0.012, -0.323], [-2.127, 0.968, -1.513], [2.721, -2.124, 1.316], [2.019, -1.422, 1.536], [2.188, -2.929, 1.383], [-2.886, -1.872, -0.347], [-2.037, -2.170, -0.658], [-3.069, -2.386, 0.432], [1.826, 4.091, 0.707], [2.146, 4.901, 1.062], [1.718, 4.224, -0.238], [-0.270, 2.392, 1.541], [0.281, 3.181, 1.274], [-0.800, 2.147, 0.793], [-2.879, -1.942, 2.213], [-3.030, -1.830, 3.147], [-3.039, -1.082, 1.798], [-2.028, -1.289, -4.009], [-2.139, -2.235, -3.906], [-1.059, -1.075, -4.177], [0.435, -0.334, -3.080], [-0.215, -0.253, -2.422], [1.121, 0.251, -2.749], [3.939, 2.139, 0.170], [3.347, 2.866, 0.332], [3.709, 1.434, 0.791], [-3.081, 1.190, -3.109], [-2.857, 0.263, -3.334], [-4.043, 1.158, -3.131], [1.684, 0.382, 2.361], [1.898, 0.578, 3.266], [0.995, 0.998, 2.081], [4.008, -2.154, -1.419], [3.786, -2.061, -0.485], [4.523, -2.969, -1.540]], "nbo_charge": [-0.969, 0.484, 0.492, -1.009, 0.509, 0.491, -0.978, 0.491, 0.479, -0.970, 0.470, 0.496, -1.006, 0.499, 0.502, -0.967, 0.472, 0.501, -1.017, 0.490, 0.503, -1.000, 0.518, 0.479, -0.973, 0.481, 0.493, -0.975, 0.486, 0.514, -1.022, 0.519, 0.510, -1.002, 0.505, 0.505, -0.998, 0.487, 0.519, -0.995, 0.478, 0.504, -0.973, 0.489, 0.493, -0.976, 0.507, 0.474, -0.986, 0.476, 0.505, -0.987, 0.507, 0.474]}

***

Entry 4:
{"formula": "C11H23ClNO2P2Pd", "method": "ωB97M-V/def2-TZVPD", "lumo_ha": [-0.1049, -0.1817], "homo_lumo_gap_ev": [8.2, 6.7], "multiplicity": 3, "e_homo_ev": [-11.006, -11.667], "charge": 1, "symbols": ["Pd", "P", "C", "C", "N", "C", "C", "C", "C", "C", "P", "H", "H", "H", "H", "H", "H", "H", "H", "O", "H", "H", "O", "H", "C", "H", "H", "H", "C", "H", "H", "H", "C", "H", "H", "H", "C", "H", "H", "H", "Cl"], "coordinates": [[-0.048, 0.358, 0.924], [1.864, -0.933, 1.364], [2.064, -1.751, -0.257], [0.903, -1.888, -1.081], [-0.253, -1.301, -0.614], [-1.398, -1.580, -1.203], [-1.480, -2.394, -2.346], [-0.308, -2.742, -3.007], [0.901, -2.373, -2.418], [-2.631, -0.901, -0.630], [-2.275, 0.630, 0.329], [1.837, -2.571, -2.936], [-2.450, -2.506, -2.805], [-0.363, -3.311, -3.918], [-3.244, -0.606, -1.476], [-3.232, -1.554, 0.017], [3.844, 2.500, -1.959], [2.988, -1.701, -0.821], [0.833, 3.309, -0.410], [2.840, 2.648, -2.178], [2.739, 2.769, -3.146], [-0.151, 1.566, 2.281], [0.311, 3.919, 0.114], [0.833, 3.849, 0.948], [-2.466, 2.034, -0.830], [-3.546, 2.185, -1.012], [-1.951, 2.902, -0.388], [-1.928, 1.794, -1.758], [-3.620, 0.891, 1.531], [-3.279, 1.443, 2.424], [-4.416, 1.438, 1.006], [-3.961, -0.109, 1.822], [2.073, -2.373, 2.513], [3.119, -2.748, 2.505], [1.784, -2.090, 3.540], [1.417, -3.182, 2.130], [3.067, 0.379, 1.933], [2.624, 0.907, 2.803], [4.046, -0.027, 2.250], [3.233, 1.154, 1.157], [-0.322, 1.964, 3.602]], "nbo_charge": [0.295, 0.854, -0.402, 0.123, -0.474, 0.248, -0.221, -0.145, -0.192, -0.754, 0.934, 0.238, 0.236, 0.244, 0.252, 0.270, 0.487, 0.231, 0.472, -0.973, 0.488, 0.177, -0.932, 0.470, -0.944, 0.235, 0.287, 0.243, -0.934, 0.277, 0.245, 0.247, -0.913, 0.250, 0.259, 0.253, -0.930, 0.269, 0.242, 0.252, -0.263]}

***

The E results, record by record, are as follows: -1274.583099, -3043.627791, -1375.978732, -1908.701704 a.u..
The F_max results, record by record, are as follows: 1.34, 2.63, 2.35, 3.21 eV Å⁻¹.